No. 1
{
  "formula": "C9H40FN19O9",
  "method": "the ωB97M-V functional and the def2-TZVPD basis",
  "symbols": ["N", "H", "H", "H", "H", "F", "C", "O", "N", "N", "H", "H", "H", "H", "C", "O", "N", "N", "H", "H", "H", "H", "C", "O", "N", "N", "H", "H", "H", "H", "C", "O", "N", "N", "H", "H", "H", "H", "C", "O", "N", "N", "H", "H", "H", "H", "C", "O", "N", "N", "H", "H", "H", "H", "C", "O", "N", "N", "H", "H", "H", "H", "C", "O", "N", "N", "H", "H", "H", "H", "C", "O", "N", "N", "H", "H", "H", "H"],
  "positions_angstrom": [[16.202140, 7.108040, -1.546410], [15.850270, 7.119990, -0.599760], [17.115680, 6.704060, -1.396950], [16.348300, 8.036310, -1.916610], [15.685980, 6.561270, -2.220740], [16.480970, 9.654450, -2.125020], [18.476240, 11.264070, 0.130870], [19.166900, 11.918380, 0.940800], [18.266630, 9.948040, 0.267200], [17.777080, 11.782460, -0.878230], [17.738730, 9.441670, -0.429230], [18.903700, 9.411800, 0.838750], [17.408600, 11.227550, -1.637440], [17.863680, 12.770870, -1.067010], [14.734000, 3.795600, -0.604970], [15.131110, 4.920020, -0.456790], [13.810350, 3.200090, 0.126740], [14.975190, 2.988310, -1.609850], [13.360850, 2.323560, -0.096290], [13.298680, 3.636950, 0.880030], [15.461050, 3.409620, -2.388660], [14.453630, 2.136840, -1.761710], [15.249140, 7.880540, 1.664300], [14.808000, 8.047080, 0.527710], [15.713930, 8.806100, 2.457190], [15.628500, 6.770650, 2.000290], [15.851040, 8.452470, 3.393270], [15.584480, 9.785340, 2.246390], [16.080550, 6.658380, 2.896480], [15.529960, 6.074530, 1.275170], [19.321860, 7.285330, -2.250240], [18.705110, 7.202990, -1.196280], [18.876030, 8.069140, -3.257030], [20.381510, 6.597620, -2.566690], [18.170000, 8.764930, -3.063390], [19.419250, 8.187710, -4.100200], [20.812170, 5.895900, -1.981690], [20.813700, 7.051980, -3.358450], [14.804820, 4.973680, -4.261040], [15.811250, 5.092290, -3.593320], [14.859340, 4.799160, -5.621150], [13.668330, 5.120670, -3.760770], [15.759950, 4.720780, -6.071560], [14.007290, 4.660800, -6.145510], [13.482320, 5.507800, -2.846640], [12.904660, 4.535340, -4.067870], [19.799570, 3.161400, -3.620430], [20.779490, 3.789770, -3.610440], [18.662220, 3.687070, -3.317090], [19.581660, 1.900740, -4.055310], [18.563030, 4.529400, -2.768700], [17.811650, 3.149230, -3.402900], [20.440220, 1.487120, -4.389820], [18.745980, 1.360210, -3.883390], [11.710500, 7.205530, -0.705990], [10.835250, 6.742540, -1.392050], [12.299570, 6.619540, 0.273070], [12.321320, 8.260590, -1.064530], [11.872190, 5.773700, 0.622330], [13.210670, 6.861490, 0.635630], [13.225190, 8.390940, -0.633110], [11.990780, 8.753390, -1.881840], [19.642290, 7.020620, 2.572600], [20.431120, 7.707940, 2.001720], [18.902360, 6.248930, 1.794480], [19.427640, 6.802840, 3.844340], [18.434980, 5.492380, 2.273310], [18.876430, 6.336800, 0.788640], [19.998230, 7.324540, 4.494230], [18.817230, 6.099120, 4.234570], [14.734850, 8.874810, -5.056310], [14.194590, 8.495070, -6.059070], [14.141930, 9.279180, -3.944500], [16.018450, 9.011960, -4.907470], [13.149890, 9.468240, -3.958900], [14.725060, 9.615030, -3.191330], [16.424780, 9.250240, -4.014040], [16.651900, 8.485580, -5.492090]],
  "forces_ev_per_a": [[0.1, -1.1, -0.2], [-1.3, 0.5, -0.1], [0.7, -0.2, -0.6], [0.0, 1.7, 0.1], [-0.3, -0.6, 0.2], [0.3, -0.4, -0.7], [1.1, 0.9, 2.0], [-0.7, -0.5, -1.1], [0.1, -1.9, 0.5], [-0.5, 2.0, -1.6], [0.0, 0.2, -0.1], [0.0, 0.2, 0.0], [-0.3, -0.5, 0.3], [0.2, -0.2, 0.3], [-1.9, -0.6, -0.3], [1.2, 1.6, 0.8], [-3.1, -0.9, 3.9], [2.3, -1.1, -3.3], [0.5, 0.2, -0.3], [0.6, 0.5, -0.1], [0.1, -0.1, -0.2], [0.3, 0.4, 0.0], [-0.1, 5.8, -3.7], [-1.6, 1.0, -1.0], [-0.3, 3.0, 2.1], [1.5, -9.2, 2.7], [0.3, 1.2, 0.1], [0.0, -0.2, 0.3], [0.1, -0.7, -0.6], [0.1, -0.9, 0.5], [-1.5, 0.8, 0.1], [0.1, -0.6, 1.5], [-0.3, 0.8, -0.8], [1.9, -0.4, -0.9], [-0.1, 0.2, 0.4], [-0.2, 0.0, 0.2], [0.0, 0.3, -0.3], [1.0, -1.2, 0.2], [4.4, 0.1, -3.7], [2.4, 0.2, 1.0], [-0.1, -0.7, 0.2], [-7.5, -0.2, 2.6], [-0.3, -0.1, 0.2], [0.4, 0.3, -0.1], [0.6, -0.1, 0.1], [-0.1, 0.5, -0.4], [-2.7, -2.0, -0.7], [5.5, 1.7, 0.0], [-5.3, 2.2, 2.0], [2.0, -1.8, -1.0], [0.3, 0.0, -0.4], [0.2, 0.4, 0.1], [-0.5, -0.6, 0.0], [0.6, 0.2, 0.0], [-1.0, -1.2, -2.6], [-3.0, -1.5, -0.6], [1.1, -3.9, 4.9], [2.5, 5.1, -1.3], [0.1, 0.2, -0.2], [-0.2, 0.3, -0.3], [0.1, 1.0, -0.4], [0.4, -0.2, 0.3], [0.0, -1.1, -3.1], [2.3, 3.0, 0.5], [-2.8, -2.6, -0.6], [0.4, 0.7, 4.3], [-0.3, -0.1, -0.8], [0.3, 0.1, 0.1], [-0.1, -0.2, 0.0], [0.2, 0.3, -0.4], [-1.0, 0.3, -0.1], [-1.2, -0.9, -1.7], [-2.5, 0.6, 2.1], [5.4, -0.4, -0.5], [0.3, 0.0, 0.0], [-0.2, 0.2, 0.3], [-0.3, 0.2, 0.3], [-0.4, 0.1, -0.3]],
  "multiplicity": 1,
  "e_lumo_ev": -0.346,
  "orbital_gap_ev": 8.02,
  "total_charge": 0,
  "homo_energy_ha": -0.307
}


No. 2
{
  "formula": "C9H4Br2ClNO5PtSe2Te2",
  "method": "the ωB97M-V functional and the def2-TZVPD basis",
  "symbols": ["Pt", "Br", "C", "C", "C", "Br", "C", "C", "C", "C", "N", "C", "C", "O", "H", "H", "H", "H", "O", "Cl", "O", "O", "O", "Se", "Te", "Te", "Se"],
  "positions_angstrom": [[0.968500, -0.815566, 1.172616], [0.823507, -2.655989, -3.509676], [-0.049732, -1.150580, -2.798586], [-0.874407, -0.363904, -3.585040], [-1.506436, 0.734849, -3.049149], [-2.624291, 1.772504, -4.180930], [-1.351097, 1.109371, -1.700814], [-1.956604, 2.224591, -1.043835], [-1.690585, 2.447281, 0.303710], [-0.859359, 1.617800, 1.012215], [-0.268514, 0.543474, 0.403128], [-0.508266, 0.287817, -0.937429], [0.139125, -0.828629, -1.465450], [0.923056, -1.544387, -0.643847], [-1.026703, -0.608935, -4.626438], [-2.612532, 2.885592, -1.588302], [-2.141938, 3.287664, 0.814125], [-0.632857, 1.764339, 2.060432], [3.578151, -1.719438, 2.539781], [2.427418, -2.445020, 2.018397], [1.724471, -3.073085, 3.129198], [2.817383, -3.405668, 1.038608], [0.998329, -0.039513, 3.048613], [-1.619303, -1.841864, 2.652346], [-0.312998, -0.933574, 4.345049], [2.595157, 1.189834, 3.420424], [3.040525, 1.561038, 1.170855]],
  "forces_ev_per_a": [[-0.4, 0.1, -1.0], [0.0, -0.1, -0.1], [0.1, -0.1, 0.1], [-0.1, 0.0, -0.3], [-0.1, 0.3, 0.2], [0.0, 0.0, 0.0], [-0.1, 0.1, -0.2], [-0.1, 0.1, -0.2], [0.1, -0.1, 0.1], [0.0, 0.1, 0.4], [0.3, -0.4, 0.0], [0.0, -0.1, -0.2], [-0.2, 0.3, 0.1], [0.3, -0.2, 0.4], [0.0, -0.1, 0.0], [0.0, 0.0, 0.0], [0.0, 0.0, 0.0], [0.0, 0.0, -0.1], [-0.1, 0.1, -0.1], [0.2, -0.1, 0.3], [-0.1, 0.1, -0.1], [0.0, 0.0, -0.1], [0.1, 0.3, 1.1], [0.1, -0.1, -0.4], [0.2, 0.1, 0.1], [-0.1, -0.1, 0.2], [-0.1, -0.2, -0.3]],
  "s_squared": 6.0391,
  "multiplicity": 5,
  "e_lumo_ev": [-2.749, -3.921],
  "orbital_gap_ev": [2.84, 3.70],
  "total_charge": 0,
  "homo_energy_ha": [-0.205, -0.280]
}


No. 3
{
  "formula": "C9H4BrNO4Zn",
  "method": "the ωB97M-V functional and the def2-TZVPD basis",
  "symbols": ["O", "C", "Zn", "O", "C", "C", "O", "C", "O", "Br", "C", "C", "C", "C", "N", "C", "H", "H", "H", "H"],
  "positions_angstrom": [[1.151778, 2.722665, -2.177550], [0.336693, 2.134425, -1.584807], [-0.902990, 1.462639, 0.059035], [-2.456251, -0.800391, -4.328415], [-2.067204, -0.331123, -3.356805], [-1.991062, 3.388356, 0.240746], [-2.616152, 4.411204, 0.213929], [-2.757054, 0.264027, 0.219708], [-3.716755, -0.152161, 0.718147], [3.787559, -1.863060, -0.874768], [2.248976, -1.415135, 0.108071], [2.120635, -1.952158, 1.391164], [0.994974, -1.563390, 2.107594], [0.077037, -0.638062, 1.588804], [0.329925, -0.028640, 0.416875], [1.298629, -0.498123, -0.385898], [2.880126, -2.609061, 1.809763], [0.803854, -1.976439, 3.130175], [-0.875511, -0.410043, 2.114368], [1.352793, -0.145529, -1.410135]],
  "forces_ev_per_a": [[-4.4, -3.3, 3.0], [4.5, 3.8, -3.5], [-0.1, -0.4, -0.7], [1.2, 1.4, 2.9], [-1.1, -1.3, -2.8], [-4.6, 7.7, 0.0], [4.8, -7.9, 0.2], [-4.8, -1.6, 2.6], [4.5, 1.7, -2.6], [-0.5, 0.1, -0.1], [0.1, 0.2, -0.4], [-0.6, 0.9, -0.2], [-1.0, -0.3, 1.3], [0.8, -0.7, 0.9], [-1.1, -0.5, 0.0], [1.2, -0.4, 0.7], [-0.2, 0.1, -0.1], [0.2, 0.4, -1.1], [1.0, 0.0, -0.2], [0.2, 0.2, 0.2]],
  "multiplicity": 1,
  "e_lumo_ev": -9.177,
  "orbital_gap_ev": 7.06,
  "total_charge": 2,
  "homo_energy_ha": -0.597
}


No. 4
{
  "formula": "C9H4Cl2LuN2O3Pr",
  "method": "the ωB97M-V functional and the def2-TZVPD basis",
  "symbols": ["Pr", "Lu", "Cl", "Cl", "C", "C", "C", "O", "O", "O", "N", "C", "C", "C", "C", "N", "C", "C", "H", "H", "H", "H"],
  "positions_angstrom": [[-0.311823, 0.617642, -3.905284], [0.699414, 0.833324, -0.786569], [-0.669921, -1.292865, -1.764953], [-0.416933, 2.839909, -2.079886], [1.961495, 2.649201, -0.037991], [0.843890, -1.299805, -5.083953], [0.945599, 1.930604, -5.607865], [2.520690, 3.626990, 0.355462], [1.161553, -2.246301, -5.676502], [1.318760, 2.617506, -6.471341], [-1.783491, -2.354719, 5.450169], [-1.414560, -1.861187, 4.478177], [-0.945631, -1.233631, 3.261589], [0.399609, -1.382221, 2.890176], [0.844529, -0.756905, 1.762580], [-0.030746, 0.089015, 1.118978], [-1.380054, 0.132639, 1.367930], [-1.840917, -0.487586, 2.481479], [1.101557, -1.964832, 3.494558], [1.872063, -0.810717, 1.349138], [-1.977452, 0.725634, 0.641795], [-2.897634, -0.371688, 2.762309]],
  "forces_ev_per_a": [[-3.3, -0.1, 0.6], [-1.3, -1.5, 2.6], [1.2, 2.1, -1.3], [0.6, -2.2, -0.5], [5.3, 8.6, 3.6], [2.2, -6.1, -3.8], [3.0, 4.8, -6.1], [-4.2, -7.3, -2.9], [-1.6, 5.0, 3.2], [-2.0, -3.9, 4.8], [0.0, 0.0, -0.1], [0.2, 0.3, -0.6], [-0.3, -0.3, 1.0], [0.8, -0.7, 0.4], [-0.8, 1.3, -0.1], [0.4, -0.1, -2.2], [1.3, 0.7, -0.3], [-1.4, 0.0, 0.4], [-0.4, 0.0, -0.2], [-0.5, -0.1, 0.6], [0.2, -0.4, 0.9], [0.5, -0.3, -0.1]],
  "s_squared": 2.0024,
  "multiplicity": 3,
  "e_lumo_ev": [-18.111, -17.426],
  "orbital_gap_ev": [3.73, 4.41],
  "total_charge": 4,
  "homo_energy_ha": [-0.803, -0.803]
}


No. 5
{
  "formula": "C9H4N4",
  "method": "the ωB97M-V functional and the def2-TZVPD basis",
  "symbols": ["N", "C", "C", "C", "C", "C", "N", "C", "C", "C", "N", "C", "N", "H", "H", "H", "H"],
  "positions_angstrom": [[1.919688, -1.954589, -3.106334], [1.207848, -1.121411, -2.745753], [0.245565, -0.461501, -2.116915], [-0.477778, 0.292453, -1.460835], [-1.371840, 1.206441, -0.877847], [-1.161274, 1.747680, 0.325955], [0.022079, 1.580034, 1.035035], [0.841547, 0.480786, 1.128838], [0.411801, -0.840606, 1.131486], [1.313829, -1.958613, 1.341920], [2.023189, -2.819177, 1.590704], [-0.870383, -1.323442, 0.852387], [-1.928519, -1.698134, 0.622817], [-2.330423, 1.526113, -1.324108], [-1.837486, 2.425952, 0.637580], [0.150941, 2.403079, 1.603778], [1.841218, 0.514937, 1.361292]],
  "forces_ev_per_a": [[0.5, 0.3, -0.5], [1.3, -2.4, -0.6], [-3.1, 3.8, 2.6], [1.2, -1.4, -2.6], [-1.2, 0.1, 0.4], [2.6, -2.5, -2.0], [-0.3, 0.6, 0.4], [-3.3, -2.5, 0.4], [1.4, 0.6, -0.3], [-0.1, 1.6, 0.0], [0.5, -0.7, 0.1], [-1.1, 0.4, 0.0], [-0.5, -0.2, 0.0], [0.7, -0.7, -0.2], [-1.8, 2.2, 1.6], [1.0, -0.3, 0.2], [2.2, 1.2, 0.6]],
  "multiplicity": 1,
  "smiles": "N#CC#C/C=C\\NC=C(C#N)C#N",
  "e_lumo_ev": -1.051,
  "orbital_gap_ev": 8.11,
  "total_charge": 0,
  "homo_energy_ha": -0.337
}


Looking at DFT total energy for the records above, in order, we have -2184.58804, -11842.40528, -5053.73164, -3351.81056, -564.21965 Eh.